5 unconnected molecules or ions with the total composition C3H15NO6 at a distorted geometry. Source: OMol25; level of theory: the ωB97M-V functional and the def2-TZVPD basis.

Geometry as XYZ:
```
25
C3H15NO6 (the ωB97M-V functional and the def2-TZVPD basis)
O 0.445 -1.831 -1.684
C -0.627 -1.232 -1.746
C -1.614 -1.300 -0.450
N -0.836 -0.421 0.387
C -1.642 0.525 1.219
O -2.796 0.149 1.929
H -0.993 -0.386 -2.374
H -1.604 -2.413 -0.192
H -2.598 -1.140 -0.748
H -0.244 -0.817 1.190
H -1.051 0.899 2.065
H -1.819 1.509 0.546
H -3.478 -0.235 1.289
H 2.240 2.433 -1.079
H 2.026 1.271 -0.027
O 1.573 2.004 -0.510
H 2.693 -0.738 0.877
H 3.342 -0.676 -0.514
O 3.202 -0.156 0.225
H 2.415 -3.024 0.379
H 1.399 -2.172 0.030
O 1.827 -2.357 0.668
H -0.039 2.902 -0.128
H -0.885 3.996 -0.982
O -0.935 3.209 -0.371
```

The calculation puts the HOMO-LUMO gap at 0.3571 Ha. Its structure (SMILES) is O=CCNCO.O.O.O.O. The energy relative to the best compared isomer or geometry (same formula, charge and spin) is 4.921 eV.

***

A molecular structure, C3H16BNaO3 at a distorted geometry. Source: OMol25; level of theory: the ωB97M-V functional and the def2-TZVPD basis.

Geometry as XYZ:
```
24
C3H16BNaO3 (the ωB97M-V functional and the def2-TZVPD basis)
Na -3.117 -17.057 -11.474
B -2.371 -17.950 -9.240
H -1.858 -18.453 -8.434
H -1.646 -17.790 -10.022
H -3.165 -18.592 -9.589
H -2.699 -16.996 -8.857
C -5.693 -19.303 -11.341
O -4.668 -18.887 -12.185
H -5.862 -20.368 -11.499
H -5.264 -19.243 -10.340
H -6.566 -18.688 -11.557
H -5.166 -18.620 -12.961
C -6.116 -15.176 -11.530
O -5.309 -16.231 -10.958
H -5.788 -14.244 -11.070
H -6.175 -15.304 -12.611
H -7.111 -15.395 -11.143
H -5.482 -16.363 -10.023
C -2.086 -15.357 -13.984
O -1.669 -16.601 -13.394
H -1.981 -15.360 -15.068
H -3.156 -15.204 -13.843
H -1.498 -14.508 -13.634
H -0.734 -16.694 -13.591
```

Its multiplicity is 2. Its expectation value of S² is 0.7530. The calculation puts the HOMO-LUMO gap (spin up / spin down) at 0.4110 / 0.1807 Ha. Its net charge is +1.

***

3 unconnected molecules or ions with the total composition C3H16N2O2 at a distorted geometry. Source: OMol25; level of theory: the ωB97M-V functional and the def2-TZVPD basis.

Geometry as XYZ:
```
23
C3H16N2O2 (the ωB97M-V functional and the def2-TZVPD basis)
C 1.547 0.199 -0.223
C 0.005 0.167 -0.306
C -0.697 0.636 0.970
N -2.100 -0.002 1.004
N 2.127 0.465 -1.557
H 1.910 -0.745 0.173
H 1.819 0.948 0.523
H -0.392 -0.802 -0.640
H -0.318 0.811 -1.128
H -0.277 0.377 1.938
H -0.913 1.699 0.928
H -2.188 -0.954 0.645
H -2.473 0.084 1.961
H -2.757 0.508 0.409
H 2.060 1.408 -1.924
H 1.730 -0.211 -2.230
H 3.110 0.177 -1.569
H 1.104 -1.305 -4.512
H 1.851 -2.383 -3.612
O 1.255 -1.599 -3.610
H -1.918 -0.137 4.580
H -2.768 0.835 3.914
O -1.887 0.428 3.803
```

The calculation puts the HOMO-LUMO gap at 0.4580 Ha. Its net charge is +2. The energy relative to the best compared isomer or geometry (same formula, charge and spin) is 0.857 eV.